No. 1
Below is a structure of composition C8H21BrGaIOP2 at a distorted geometry, with properties calculated with wB97M-V/def2-TZVPD.

The maximum force is 2.7 eV/A. The highest occupied orbital energy comes out at -16.39 eV. The calculation puts the energy at -5871.33397 Eh. As for the relative energy (zero: lowest compared OMol25 entry of this formula, charge and spin): 0.0 kcal per mole. The value obtained for the HOMO-LUMO gap is 8.26 eV. The total charge is +2. The calculation puts the lowest unoccupied orbital energy at -8.13 eV.

Positions of all 35 atoms, in Å:
C  0.107  -0.047  -3.345
I  -2.208  -0.192  -2.578
H  0.949  -0.126  -2.643
H  0.120  0.901  -3.870
H  0.127  -0.878  -4.045
Ga  -0.495  0.026  -0.724
P  0.305  2.249  -0.636
C  -1.171  3.293  -0.833
C  1.021  2.693  0.960
H  1.133  3.785  1.008
H  1.465  3.879  -1.947
H  2.002  2.211  1.056
H  2.497  2.451  -1.627
H  -1.879  3.088  -0.023
H  0.372  2.337  1.767
C  1.483  2.781  -1.894
H  -0.869  4.348  -0.801
H  1.226  2.361  -2.874
H  -1.657  3.077  -1.791
P  0.317  -2.196  -0.290
C  -1.104  -3.358  -0.267
C  1.445  -2.832  -1.573
H  2.112  -1.917  1.296
H  1.294  -3.508  1.500
H  0.517  -1.997  2.107
C  1.142  -2.433  1.315
H  2.463  -2.458  -1.389
H  1.453  -3.932  -1.544
H  -0.768  -4.391  -0.077
H  -1.606  -3.312  -1.241
H  1.110  -2.497  -2.564
H  -1.806  -3.054  0.519
C  -4.243  -0.143  -0.492
O  -5.064  -0.132  0.288
Br  -1.710  0.102  1.406

Mulliken population analysis, charges in e, atoms 1 to 2: atom 1 (C): -1.23, atom 2 (I): 0.40


No. 2
Below is a structure of composition C8H21F3N2O9PS2Si, with properties calculated with wB97M-V/def2-TZVPD.

The maximum force is 0.6 eV/A. The highest occupied orbital energy comes out at -6.27 eV. The calculation puts the energy at -2831.12454 Eh. The value obtained for the HOMO-LUMO gap is 8.21 eV. The total charge is -1. The calculation puts the lowest unoccupied orbital energy at 1.94 eV.

Positions of all 47 atoms, in Å:
C  5.959  1.051  -0.003
C  4.705  1.821  -0.395
O  4.472  2.830  0.586
C  3.480  0.924  -0.501
N  3.585  0.004  -1.646
C  3.408  -1.408  -1.310
C  1.948  -1.839  -1.380
O  1.114  -0.764  -0.953
Si  -0.397  -1.183  -0.389
C  -1.679  0.080  -0.796
C  -1.650  1.393  -0.021
C  -0.983  2.524  -0.769
F  -2.983  1.762  0.159
P  -0.171  -1.650  1.812
O  -1.004  -0.839  2.693
O  -0.373  -3.248  1.993
O  1.400  -1.487  2.165
H  6.437  0.578  -0.860
H  5.745  0.283  0.740
H  6.678  1.740  0.439
H  4.875  2.272  -1.379
H  4.203  3.630  0.140
H  3.361  0.389  0.445
H  2.589  1.540  -0.624
H  4.524  0.084  -2.014
H  3.813  -1.644  -0.318
H  3.972  -2.010  -2.025
H  1.660  -2.152  -2.384
H  1.820  -2.701  -0.713
H  -0.771  -2.463  -1.052
H  -1.555  0.276  -1.865
H  -2.668  -0.360  -0.647
H  -1.236  1.283  0.981
H  -1.500  2.688  -1.714
H  -1.048  3.443  -0.189
H  0.066  2.309  -0.971
H  -0.468  -3.685  1.142
H  1.819  -2.348  2.226
N  -7.013  -1.137  0.683
S  -8.253  -0.456  1.402
O  -8.741  0.724  0.764
O  -8.227  -0.488  2.828
F  -9.326  -1.569  1.015
S  -5.656  -0.343  0.746
O  -4.710  -0.905  -0.171
O  -5.197  -0.002  2.050
F  -6.024  1.056  0.082

Mulliken population analysis, charges in e, atoms 1 to 2: atom 1 (C): -1.25, atom 2 (C): 0.02


No. 3
Below is a structure of composition C8H21FLi2NO3 at a distorted geometry, with properties calculated with wB97M-V/def2-TZVPD.

The maximum force is 3.5 eV/A. The highest occupied orbital energy comes out at -2.32 eV. The calculation puts the energy at -712.84851 Eh. As for the relative energy (zero: lowest compared OMol25 entry of this formula, charge and spin): 0.0 kcal per mole. The value obtained for the HOMO-LUMO gap is 4.61 eV. The total charge is -1. The calculation puts the lowest unoccupied orbital energy at 2.29 eV.

Positions of all 36 atoms, in Å:
Li  1.709  1.826  2.847
Li  0.668  -0.112  0.958
F  2.574  0.548  1.287
C  -2.032  2.306  3.985
C  -1.725  1.490  2.785
O  -0.393  1.353  2.408
H  -1.620  1.911  4.914
H  -3.105  2.447  4.112
H  -1.829  3.346  3.730
H  -2.204  1.978  1.936
H  -2.226  0.522  2.770
C  1.768  -4.095  2.508
C  1.152  -2.932  1.862
O  1.005  -1.699  2.544
H  2.847  -3.994  2.621
H  1.610  -5.075  2.057
H  1.258  -4.312  3.447
H  0.133  -3.247  1.640
H  1.649  -2.712  0.917
C  1.684  0.765  -2.309
C  0.205  0.420  -2.156
C  -0.400  -0.004  -3.535
O  -0.550  0.974  -4.545
C  -1.574  1.883  -4.273
N  0.111  -0.601  -1.101
H  2.376  -0.034  -2.575
H  2.128  1.098  -1.371
H  1.864  1.617  -2.964
H  -0.324  1.299  -1.787
H  -1.344  -0.527  -3.380
H  0.238  -0.787  -3.943
H  -1.959  1.892  -3.254
H  -2.443  1.846  -4.931
H  -1.155  2.882  -4.394
H  -0.807  -0.992  -1.258
H  0.709  -1.279  -1.551

Mulliken population analysis, charges in e, atoms 1 to 2: atom 1 (Li): 0.80, atom 2 (Li): 0.73


No. 4
Below is an isolated molecule of C8H21FN2Si at a distorted geometry, with properties calculated with wB97M-V/def2-TZVPD.

The maximum force is 3.7 eV/A. The highest occupied orbital energy comes out at -8.22 eV. The calculation puts the energy at -816.33373 Eh. As for the relative energy (zero: lowest compared OMol25 entry of this formula, charge and spin): 0.5 kcal per mole. The value obtained for the HOMO-LUMO gap is 8.94 eV. The total charge is 0. The calculation puts the lowest unoccupied orbital energy at 0.71 eV.

Positions of all 33 atoms, in Å:
C  -1.150  -2.125  0.386
C  -1.558  -0.662  0.187
C  -2.670  -0.333  1.190
C  -2.115  -0.506  -1.232
Si  -0.081  0.530  0.453
F  -0.165  1.116  1.980
N  -0.522  2.152  -0.760
N  -1.272  3.184  -0.140
C  1.746  0.036  0.178
C  2.171  -1.063  1.157
C  1.968  -0.453  -1.255
C  2.638  1.259  0.424
H  -0.761  -2.294  1.387
H  -2.015  -2.774  0.246
H  -0.394  -2.419  -0.339
H  -3.048  0.675  1.030
H  -2.305  -0.401  2.214
H  -3.499  -1.032  1.072
H  -2.449  0.513  -1.402
H  -1.354  -0.732  -1.974
H  -2.956  -1.182  -1.381
H  0.341  2.569  -1.092
H  -2.229  2.858  -0.050
H  -0.933  3.409  0.797
H  3.243  -1.238  1.075
H  1.952  -0.777  2.183
H  1.662  -2.000  0.944
H  3.030  -0.609  -1.438
H  1.599  0.274  -1.974
H  1.454  -1.395  -1.430
H  2.433  2.045  -0.299
H  2.478  1.660  1.422
H  3.687  0.981  0.332

Mulliken population analysis, charges in e, atoms 1 to 2: atom 1 (C): -1.80, atom 2 (C): 1.83


No. 5
Below is a cluster of 2 separate species, C8H21N2S in total at a distorted geometry, with properties calculated with wB97M-V/def2-TZVPD.

The maximum force is 6.3 eV/A. The highest occupied orbital energy comes out at -12.04 eV. The calculation puts the energy at -824.78952 Eh. As for the relative energy (zero: lowest compared OMol25 entry of this formula, charge and spin): 0.0 kcal per mole. The value obtained for the HOMO-LUMO gap is 9.04 eV. The total charge is +1. The calculation puts the lowest unoccupied orbital energy at -3.00 eV.

Positions of all 32 atoms, in Å:
C  -3.475  -2.222  -0.726
C  0.835  1.497  -1.230
C  0.113  -0.347  2.001
C  -0.717  1.814  1.162
C  3.036  0.078  1.482
C  3.057  -0.383  -0.974
C  -3.005  -1.327  -1.957
C  1.118  0.766  0.050
N  0.211  0.767  1.049
N  2.334  0.191  0.194
S  -2.548  0.433  -1.682
H  -4.174  -1.735  -0.199
H  -3.901  -3.121  -1.035
H  -2.595  -2.442  -0.051
H  1.846  1.930  -1.516
H  0.510  0.804  -1.882
H  0.146  2.170  -1.031
H  0.318  -0.105  2.974
H  -0.911  -0.541  2.063
H  0.640  -1.209  1.703
H  -1.206  1.836  2.243
H  -0.322  2.925  1.036
H  -1.563  1.673  0.571
H  2.956  -0.829  2.053
H  4.028  0.404  1.296
H  2.571  0.812  2.188
H  2.530  -0.127  -1.914
H  3.965  0.130  -1.074
H  3.260  -1.438  -0.994
H  -3.816  -1.338  -2.783
H  -2.027  -1.798  -2.339
H  -3.215  0.733  -0.678

Mulliken population analysis, charges in e, atoms 1 to 2: atom 1 (C): -1.09, atom 2 (C): -2.20


No. 6
Below is a cluster of 2 separate species, C8H21N4OP in total at a distorted geometry, with properties calculated with wB97M-V/def2-TZVPD.

The maximum force is 5.9 eV/A. The highest occupied orbital energy (alpha / beta) comes out at -15.78 / -15.78 eV. The calculation puts the energy at -952.28737 Eh. As for the relative energy (zero: lowest compared OMol25 entry of this formula, charge and spin): 4.3 kcal per mole. The value obtained for the HOMO-LUMO gap (alpha / beta) is 7.97 / 7.97 eV. The total charge is +2. The calculation puts the lowest unoccupied orbital energy (alpha / beta) at -7.81 / -7.81 eV.

Positions of all 35 atoms, in Å:
C  -1.791  -2.293  1.621
C  -0.669  -0.463  0.315
C  1.265  3.995  -3.090
C  -2.881  -4.268  3.240
C  0.185  3.197  -2.422
C  1.877  -0.282  0.186
C  0.504  2.791  -0.990
C  0.550  0.465  0.331
N  2.086  -0.516  -1.292
N  -0.799  -1.334  1.340
N  -2.910  -2.077  0.858
N  0.392  1.218  -0.901
O  -1.501  -0.275  -0.521
P  -2.413  -5.843  3.175
H  2.158  3.592  -3.583
H  0.966  4.624  -3.978
H  1.727  4.807  -2.487
H  -2.140  -3.581  3.586
H  -3.899  -3.839  3.007
H  0.093  2.284  -2.933
H  -0.722  3.710  -2.361
H  2.793  0.228  0.485
H  1.834  -1.351  0.698
H  1.445  3.186  -0.573
H  -0.289  3.164  -0.361
H  0.553  0.998  1.229
H  1.389  -1.154  -1.594
H  2.991  -1.138  -1.307
H  -0.079  -1.453  1.957
H  -3.690  -2.704  1.161
H  -3.118  -1.457  0.152
H  -0.520  1.073  -1.300
H  1.190  0.797  -1.584
H  -3.196  -6.995  2.750
H  -1.045  -6.272  3.229

Mulliken population analysis, charges in e, atoms 1 to 2: atom 1 (C): -0.28, atom 2 (C): 0.55


No. 7
Below is a structure of composition C8H22AgCl2N2O2 at a distorted geometry, with properties calculated with wB97M-V/def2-TZVPD.

The maximum force is 3.6 eV/A. The highest occupied orbital energy (alpha / beta) comes out at -9.71 / -7.52 eV. The calculation puts the energy at -1645.10069 Eh. The value obtained for the HOMO-LUMO gap (alpha / beta) is 7.79 / 3.13 eV. The total charge is 0. The calculation puts the lowest unoccupied orbital energy (alpha / beta) at -1.91 / -4.39 eV. The spin multiplicity is 2.

Positions of all 37 atoms, in Å:
Ag  -20.092  8.916  -27.208
Cl  -16.407  8.809  -27.296
Cl  -20.411  12.062  -25.272
C  -22.964  5.320  -23.889
C  -22.626  6.096  -25.107
C  -23.833  6.819  -25.813
O  -23.389  7.844  -26.781
C  -24.497  8.417  -27.505
N  -21.580  7.064  -24.722
H  -23.760  5.629  -23.211
H  -22.077  5.143  -23.281
H  -23.177  4.262  -24.042
H  -22.321  5.447  -25.928
H  -24.394  7.394  -25.077
H  -24.351  6.028  -26.355
H  -24.089  9.169  -28.180
H  -25.317  8.866  -26.944
H  -24.884  7.685  -28.214
H  -20.838  6.519  -24.307
H  -21.913  7.650  -23.970
C  -19.909  3.478  -31.201
C  -19.952  3.930  -29.748
C  -18.820  3.482  -28.841
O  -19.158  2.070  -28.691
C  -18.175  1.249  -28.065
N  -19.972  5.343  -29.785
H  -19.888  2.395  -31.327
H  -19.191  3.954  -31.868
H  -20.793  3.718  -31.791
H  -20.972  3.822  -29.379
H  -18.609  3.838  -27.832
H  -17.912  3.519  -29.442
H  -18.608  0.316  -27.706
H  -17.763  1.708  -27.166
H  -17.347  1.027  -28.738
H  -20.867  5.442  -30.242
H  -19.445  5.620  -30.601

Mulliken population analysis, charges in e, atoms 1 to 2: atom 1 (Ag): 0.77, atom 2 (Cl): -0.48


No. 8
Below is a cluster of 3 separate species, C8H22BN3O11P2S in total at a distorted geometry, with properties calculated with wB97M-V/def2-TZVPD.

The maximum force is 10.8 eV/A. The highest occupied orbital energy comes out at -9.68 eV. The calculation puts the energy at -2415.38438 Eh. The value obtained for the HOMO-LUMO gap is 6.65 eV. The total charge is 0. The calculation puts the lowest unoccupied orbital energy at -3.03 eV.

Positions of all 48 atoms, in Å:
N  -5.536  2.887  3.494
B  -5.653  1.687  2.561
O  -7.004  1.485  1.928
N  -4.488  0.771  2.236
N  -3.257  1.330  2.541
C  -2.663  1.510  1.285
S  -1.639  1.617  -0.108
C  -4.664  -0.618  2.813
O  -4.837  -0.921  4.108
O  -4.646  -1.740  1.816
H  -5.214  3.749  2.971
H  -4.815  2.748  4.236
H  -7.019  2.124  1.130
H  -5.037  -1.290  0.986
C  -0.351  -5.569  -3.260
O  0.129  -4.241  -3.323
P  -0.668  -3.185  -2.208
O  -0.909  -2.178  -3.336
O  0.780  -2.842  -1.487
C  1.941  -2.672  -2.283
O  -1.464  -2.130  -1.093
C  -1.769  -2.744  0.144
H  0.179  -6.173  -3.999
H  -0.169  -5.981  -2.263
H  -1.421  -5.588  -3.480
H  1.706  -2.300  -3.285
H  2.457  -3.637  -2.365
H  2.608  -1.965  -1.794
H  -0.855  -3.103  0.625
H  -2.449  -3.584  -0.023
H  -2.251  -2.019  0.789
C  2.689  0.975  -1.158
O  2.741  2.348  -0.829
P  3.667  2.662  0.599
O  2.522  3.514  1.153
O  4.685  3.634  -0.267
C  4.160  4.500  -1.259
O  4.593  2.975  2.026
C  5.731  2.144  2.152
H  2.076  0.848  -2.052
H  3.698  0.603  -1.358
H  2.243  0.412  -0.333
H  3.134  4.809  -1.038
H  4.182  3.982  -2.227
H  4.786  5.386  -1.329
H  6.394  2.275  1.293
H  5.414  1.099  2.215
H  6.263  2.409  3.058

Mulliken population analysis, charges in e, atoms 1 to 2: atom 1 (N): -0.57, atom 2 (B): 0.17